DFT (the ωB97M-V functional and the def2-TZVPD basis) results for a cluster of 2 separate species, C3H7N2O in total in a non-equilibrium geometry.

Computed properties:
HOMO-LUMO gap (spin up / spin down) = 7.47 / 7.91 eV
2S+1 = 3
Total charge = +1
Highest occupied orbital energy (spin up / spin down) = -10.747 / -16.350 eV
ΔE to the lowest compared entry with this formula, charge and spin = 0.991 eV

XYZ file:
```
13
Properties=species:S:1:pos:R:3:forces:R:3
C 3.50318 0.16538 -0.39065 0.25 2.54 -1.01
C -1.26522 0.15766 -0.28901 -5.40 0.97 -5.52
C 0.69029 -0.95538 0.08554 -1.29 -1.26 -1.34
N -2.17173 1.11328 0.00290 -3.13 0.62 -1.45
N -0.38898 -0.15597 0.57689 8.98 -2.20 6.92
O 3.49460 1.22862 -0.81299 0.06 -2.39 0.92
H 0.59498 -1.87237 0.70433 -0.45 -0.75 -0.91
H -1.11829 -0.27190 -1.25682 -0.58 0.33 -0.33
H 0.53396 -1.05316 -1.06493 1.13 -0.31 2.34
H 1.67063 -0.77233 0.50664 0.42 1.16 -0.42
H -3.06326 1.16568 -0.61817 2.25 0.14 1.32
H -2.36745 1.28021 0.96807 -0.17 0.36 0.68
H -0.11269 -0.02971 1.58820 -2.07 0.79 -1.19
```
Forces are in eV/Å.